# 1
Entry from the OMol25 dataset: a cluster of 18 separate species, C22H46Cl34NO7S2 in total (the ωB97M-V functional and the def2-TZVPD basis).

Results
ΔE to the lowest compared entry with this formula, charge and spin (kcal/mol): 141.26
Net charge: -1

Positions of all 112 atoms, in Å:
C1 4.0625 -2.5867 0.1667
C2 3.1191 -1.5263 0.9974
C3 2.6198 -0.2257 0.1018
C4 0.9779 -0.1401 0.3084
O1 0.4400 1.1038 -0.2727
S1 -1.2454 1.2418 -0.0293
O2 -1.5527 2.7903 -0.0182
O3 -1.9589 0.6742 -1.2794
N1 -1.8221 0.6272 1.4995
S2 -2.5298 -0.9630 1.3564
O4 -1.5559 -2.0625 0.8386
O5 -2.9073 -1.3997 2.8261
C5 -4.1262 -1.0371 0.3764
O6 -3.8602 -1.7195 -0.9245
O7 -3.9524 -3.0347 -0.7587
H1 3.5720 -3.6679 0.1162
H2 4.2486 -2.2390 -0.9486
H3 5.1095 -2.6503 0.7318
H4 3.6043 -1.1315 2.0015
H5 2.1438 -2.1305 1.3253
H6 2.7757 -0.4381 -1.0612
H7 3.0968 0.7894 0.4438
H8 0.5298 -1.0330 -0.3447
H9 0.7303 -0.2521 1.4541
H10 -5.0090 -1.6014 0.9028
H11 -4.5517 0.0373 0.0903
H12 -3.0260 -3.4129 -0.9548
C6 3.1565 3.6080 2.0978
Cl1 4.4783 3.1502 1.0168
Cl2 2.2992 2.1814 2.6938
H13 3.5667 4.1576 2.9485
H14 2.4543 4.2429 1.5522
C7 -4.5765 0.8177 5.1724
Cl3 -4.1811 2.2836 6.0778
Cl4 -5.4094 1.2079 3.6626
H15 -3.6525 0.2824 4.9408
H16 -5.2255 0.1860 5.7838
C8 -7.6278 1.5123 7.4596
Cl5 -9.1185 1.8100 8.3620
Cl6 -7.2363 -0.2114 7.4289
H17 -7.7562 1.8663 6.4338
H18 -6.8084 2.0548 7.9373
C9 -5.5948 0.3418 -2.9799
Cl7 -6.4307 0.5281 -1.4334
Cl8 -6.4246 -0.8271 -4.0146
H19 -5.5661 1.3089 -3.4876
H20 -4.5763 -0.0077 -2.7940
C10 4.6508 1.4422 -2.3415
Cl9 5.5477 1.7146 -3.8403
Cl10 5.5138 0.3243 -1.2780
H21 4.5223 2.3967 -1.8253
H22 3.6729 1.0193 -2.5839
C11 -5.8557 -3.5947 7.2001
Cl11 -4.5797 -4.5475 7.9677
Cl12 -5.2844 -2.8609 5.6966
H23 -6.7027 -4.2482 6.9776
H24 -6.1700 -2.8035 7.8851
C12 7.7441 2.5040 -6.7680
Cl13 7.2262 3.3949 -8.2043
Cl14 8.7651 1.1288 -7.2063
H25 8.3110 3.1751 -6.1182
H26 6.8611 2.1371 -6.2392
C13 4.4987 -0.8214 5.3014
Cl15 3.0773 -1.0771 4.2820
Cl16 5.6880 0.2037 4.4890
H27 4.1878 -0.3378 6.2306
H28 4.9557 -1.7888 5.5239
C14 -0.3350 -5.5100 -0.7913
Cl17 1.1782 -4.6797 -1.1733
Cl18 -1.6252 -5.0213 -1.8968
H29 -0.1811 -6.5882 -0.8787
H30 -0.6293 -5.2609 0.2311
C15 -7.5676 -5.7477 10.4869
Cl19 -6.4221 -7.0597 10.1848
Cl20 -8.0518 -4.9658 8.9771
H31 -8.4550 -6.1559 10.9767
H32 -7.0960 -5.0061 11.1363
C16 9.4052 -0.1972 0.2858
Cl21 8.5693 -0.0109 1.8323
Cl22 8.5754 -1.3660 -0.7489
H33 9.4339 0.7700 -0.2219
H34 10.4237 -0.5467 0.4716
C17 6.0631 6.4504 2.8640
Cl23 4.5724 6.7480 3.7664
Cl24 6.4546 4.7267 2.8332
H35 5.9347 6.8044 1.8382
H36 6.8826 6.9929 3.3416
C18 6.8470 1.1362 -11.4112
Cl25 8.1688 0.6784 -12.4922
Cl26 5.9897 -0.2904 -10.8152
H37 7.2572 1.6858 -10.5606
H38 6.1448 1.7711 -11.9568
C19 -1.2350 5.7048 -1.6128
Cl27 0.2782 6.5351 -1.9947
Cl28 -2.5252 6.1934 -2.7183
H39 -1.0811 4.6265 -1.7002
H40 -1.5293 5.9538 -0.5904
C20 2.1140 -0.5330 -11.6248
Cl29 2.5094 0.9329 -10.7193
Cl30 1.2810 -0.1429 -13.1345
H41 3.0380 -1.0683 -11.8563
H42 1.4650 -1.1647 -11.0134
C21 -5.2492 -6.7354 -1.8285
Cl31 -4.3523 -6.4630 -3.3273
Cl32 -4.3862 -7.8532 -0.7650
H43 -5.3777 -5.7809 -1.3123
H44 -6.2271 -7.1583 -2.0709
C22 -6.2369 5.2517 -2.6573
Cl33 -7.7276 5.5493 -1.7549
Cl34 -5.8454 3.5280 -2.6881
H45 -6.3653 5.6057 -3.6831
H46 -5.4174 5.7942 -2.1797

# 2
Entry from the OMol25 dataset: the molecule C3H7NO (the ωB97M-V functional and the def2-TZVPD basis).

Results
ΔE to the lowest compared entry with this formula, charge and spin (kcal/mol): 52.65
SMILES: CNCC=O

Positions of all 12 atoms, in Å:
C1 -1.2264 -0.8506 0.1130
C2 0.4653 0.8936 0.0051
C3 1.7699 0.0096 0.0502
H1 -1.6675 -0.7656 1.1933
H2 -0.5414 -1.7964 0.1797
H3 -2.1726 -1.1468 -0.3881
H4 -1.3369 0.9102 -0.9595
H5 0.2889 1.4029 0.9981
H6 0.7115 1.7566 -0.7970
H7 2.5124 0.4870 0.6731
N1 -0.6778 0.2002 -0.6453
O1 1.8747 -1.1007 -0.4227

# 3
Entry from the OMol25 dataset: a cluster of 2 separate species, C5H10NO in total (the ωB97M-V functional and the def2-TZVPD basis).

Results
ΔE to the lowest compared entry with this formula, charge and spin (kcal/mol): 62.58
2S+1: 2

Positions of all 17 atoms, in Å:
O1 -2.4585 1.3207 2.2390
C1 -1.6548 1.3686 1.2705
C2 -1.5534 0.4250 0.1561
C3 -0.2157 0.7030 -0.6188
C4 0.8093 -0.4434 -0.6764
C5 1.3636 -0.9036 0.5243
N1 1.1827 -0.9835 -1.8628
H1 -1.0080 2.2650 1.3445
H2 -1.8162 -0.6608 0.1793
H3 -2.2945 0.7122 -0.6812
H4 0.2596 1.5670 -0.1776
H5 -0.4907 0.8802 -1.7259
H6 1.9817 -1.8984 0.6163
H7 1.2335 -0.1893 1.3418
H8 1.3896 -2.2709 2.7078
H9 2.1077 -1.4404 -1.8813
H10 1.1639 -0.4514 -2.7555

# 4
Entry from the OMol25 dataset: a structure of composition H17O9 (the ωB97M-V functional and the def2-TZVPD basis).

Results
ΔE to the lowest compared entry with this formula, charge and spin (kcal/mol): 18.81
Net charge: -1

Positions of all 26 atoms, in Å:
O1 2.8096 0.0081 1.7645
H1 2.1064 -0.3155 1.1928
H2 3.1886 0.7487 1.2654
O2 -2.0163 -3.0898 -1.0445
H3 -1.8088 -3.3829 -0.1525
O3 -1.3912 3.1058 -1.5094
H4 -2.1270 2.5943 -1.1722
H5 -0.6588 2.4709 -1.4473
O4 -1.0528 -0.4757 -1.0803
H6 -1.8223 0.0692 -0.9161
H7 -0.1509 0.2000 -0.6095
O5 -1.5391 0.8715 2.7181
H8 -1.3739 0.8788 1.7684
H9 -0.8003 1.2819 3.1731
O6 -1.0995 -2.9658 1.7529
H10 -1.3147 -2.1490 2.2215
H11 -0.3758 -2.6563 1.1891
O7 0.3912 1.1632 -0.0853
H12 0.2519 1.1584 0.8656
H13 -1.8064 -2.1353 -1.0646
O8 1.2263 -1.1142 -2.3805
H14 1.1090 -0.1600 -2.4340
H15 0.2978 -1.3862 -2.4192
O9 2.9641 1.7084 -0.3164
H16 2.0117 1.5203 -0.0703
H17 2.9813 2.0509 -1.2093

# 5
Entry from the OMol25 dataset: the molecule C6H10 (the ωB97M-V functional and the def2-TZVPD basis).

Results
ΔE to the lowest compared entry with this formula, charge and spin (kcal/mol): 22.63
SMILES: CC1=CC[C@H]1C

Positions of all 16 atoms, in Å:
C1 -0.0825 -1.7782 1.1233
C2 0.4301 -0.5981 0.3692
C3 1.5174 -0.3682 -0.3748
C4 1.1072 1.0331 -0.7658
C5 -0.1398 0.7974 0.1460
C6 -1.5073 0.9187 -0.5105
H1 -1.0082 -2.1589 0.6731
H2 0.6531 -2.5895 1.1153
H3 -0.3086 -1.5291 2.1669
H4 2.3876 -0.9726 -0.6181
H5 1.7717 1.8509 -0.4632
H6 0.8530 1.1593 -1.8258
H7 -0.1046 1.4192 1.0514
H8 -1.6957 1.9495 -0.8337
H9 -1.5765 0.2697 -1.3919
H10 -2.3086 0.6352 0.1822

# 6
Entry from the OMol25 dataset: a structure of composition C4H6N2O2 (the ωB97M-V functional and the def2-TZVPD basis).

Results
ΔE to the lowest compared entry with this formula, charge and spin (kcal/mol): 172.32

Positions of all 14 atoms, in Å:
C1 -1.3325 0.7871 1.2802
C2 0.0053 0.3524 0.5897
C3 1.4212 -1.1025 0.3903
C4 -0.0603 0.0393 -0.7150
H1 -2.0953 -0.4027 1.3360
H2 -1.7736 1.2600 0.4347
H3 -1.4157 1.5555 2.2796
H4 3.0424 -1.5976 -0.5537
H5 -0.1883 1.4460 -2.2872
H6 -1.6687 0.7052 -1.6962
N1 0.8134 -0.4932 1.3764
N2 -0.3632 0.3863 -2.1535
O1 2.5704 -1.9394 0.5654
O2 1.0449 -0.9964 -0.8467

Look up the ΔE to the lowest compared entry with this formula, charge and spin of the first one. 141.26 kcal/mol